81
Properties=species:S:1:pos:R:3:lowdin_charge:R:1 method="wB97M-V/def2-TZVPD" relative_energy_kj_mol=88.0 homo_energy_ev=-3.668 spin_multiplicity=1 total_charge=-1
C -16.247 1.838 -14.753 -0.185
C -15.126 -0.598 -15.382 -0.180
H -14.546 0.236 -17.211 0.096
C -11.702 -1.067 -13.160 -0.314
H -19.827 -1.885 -14.964 0.043
C -17.274 -6.550 -10.970 -0.133
H -13.057 -7.317 -10.667 0.111
H -16.287 -4.764 -10.222 0.099
H -16.784 3.895 -14.970 0.090
C -10.396 -4.819 -12.022 -0.050
H -14.005 -7.189 -12.914 0.110
P -17.948 -3.170 -13.914 0.812
C -17.152 -7.655 -11.768 -0.152
C -15.876 -2.910 -7.614 -0.088
H -9.012 -6.425 -11.454 0.083
C -17.776 -1.758 -8.510 -0.173
C -19.361 -4.196 -13.520 -0.336
C -19.702 -0.722 -9.485 -0.095
C -17.490 -0.490 -10.605 -0.249
C -17.186 -2.590 -7.509 -0.036
H -19.060 -5.164 -13.123 0.020
H -18.346 -0.900 -14.900 0.011
C -11.189 1.070 -14.196 -0.083
H -17.971 -8.342 -11.799 0.079
H -14.623 -1.531 -15.575 0.105
C -14.931 -7.046 -12.367 -0.061
H -18.202 -6.352 -10.394 0.112
C -16.917 -1.292 -9.533 -0.149
H -15.424 -3.538 -6.873 0.090
H -10.533 1.667 -14.868 0.106
C -12.364 -6.612 -11.125 -0.059
C -18.913 -1.655 -14.400 -0.281
C -11.769 -4.449 -12.111 -0.218
C -10.020 -6.066 -11.636 -0.119
C -11.035 -6.927 -11.112 -0.101
N -15.745 -0.516 -14.227 0.072
N -12.864 -0.600 -12.684 0.079
H -19.973 -4.361 -14.407 0.035
C -15.697 1.637 -16.033 -0.023
C -16.745 3.068 -14.281 -0.103
C -18.864 -0.311 -10.558 -0.062
H -19.784 -1.839 -7.672 0.085
C -15.998 -7.885 -12.496 -0.118
H -19.328 0.183 -11.451 0.110
C -16.874 0.775 -12.560 -0.292
N -14.084 -4.948 -11.524 0.013
N -12.130 -3.224 -12.558 0.027
H -14.020 -2.626 -8.693 0.114
H -9.679 -4.101 -12.333 0.082
H -19.184 -1.181 -13.468 0.009
H -20.755 -0.513 -9.560 0.087
H -19.918 -3.721 -12.718 0.036
C -10.795 -0.251 -13.900 -0.023
C -17.352 3.098 -13.058 -0.099
N -16.699 -0.242 -11.700 0.043
C -12.424 1.523 -13.716 -0.082
C -16.296 0.693 -13.894 -0.180
N -11.246 -2.376 -12.833 0.037
H -15.925 -8.759 -13.214 0.116
K -14.973 -2.423 -12.184 0.584
C -12.803 -5.350 -11.633 -0.244
H -15.715 2.471 -16.732 0.110
H -17.853 4.045 -12.758 0.103
H -12.698 2.550 -13.939 0.099
H -9.947 -0.761 -14.342 0.093
N -15.556 -1.554 -9.540 0.072
H -17.917 2.120 -11.246 0.086
C -19.159 -1.444 -8.443 -0.084
C -17.562 -3.784 -15.642 -0.296
H -17.810 -3.059 -6.696 0.127
H -18.423 -3.769 -16.297 0.022
C -16.230 -5.675 -10.812 -0.041
H -10.783 -7.833 -10.573 0.091
C -17.441 1.973 -12.179 -0.040
H -17.093 -4.769 -15.673 0.028
H -16.819 -3.036 -16.016 0.021
H -14.148 1.009 -12.547 0.105
C -15.084 -2.373 -8.646 -0.166
C -15.092 0.436 -16.301 -0.076
C -13.178 0.683 -12.917 -0.136
C -15.041 -5.919 -11.515 -0.330